# 1
Entry from OMol25: the molecule C4H8O2 (wB97M-V/def2-TZVPD).

Output
E_tot: -8371.849 eV
SMILES: C[C@H]1COCO1
HOMO: -0.361 Eh
ΔE to the lowest compared entry with this formula, charge and spin: 33.0 kcal per mole
Kohn-Sham gap: 10.91 eV

The geometry in ORCA input format:
```
! wB97M-V def2-TZVPD RIJCOSX def2/J DEFGRID3
* xyz 0 1
C -1.78 -0.05 0.48
C -0.26 0.02 0.42
C 0.36 -0.97 -0.53
O 1.66 -0.45 -0.75
C 1.62 0.93 -0.35
O 0.28 1.26 -0.08
H -2.12 -0.69 1.31
H -2.18 0.95 0.65
H -2.22 -0.46 -0.44
H 0.18 -0.15 1.41
H 0.38 -1.94 -0.03
H -0.19 -1.06 -1.48
H 2.26 1.06 0.54
H 2.01 1.56 -1.16
*
```

=====

# 2
Entry from OMol25: a structure of composition C11H37Li2N8O11 at a distorted geometry (wB97M-V/def2-TZVPD).

Output
E_tot: -46854.863 eV
HOMO: -0.414 Eh
Kohn-Sham gap: 7.45 eV

The geometry in ORCA input format:
```
! wB97M-V def2-TZVPD RIJCOSX def2/J DEFGRID3
* xyz 1 1
Li -9.25 26.29 3.85
Li -11.94 28.21 5.75
C -11.92 26.41 3.31
O -11.19 27.44 3.90
H -12.28 26.61 2.31
H -11.30 25.51 3.31
H -12.84 26.15 3.82
C -14.87 23.43 4.34
C -13.61 23.15 5.16
O -12.64 22.50 4.44
O -14.53 23.65 2.96
H -15.49 24.25 4.70
H -15.51 22.55 4.34
H -13.82 22.75 6.15
H -13.13 24.12 5.27
H -11.93 22.47 5.09
H -13.93 22.92 2.82
C -9.80 25.70 7.01
C -9.86 24.64 5.94
O -8.75 24.78 4.96
O -10.11 27.02 6.56
H -9.05 25.65 7.80
H -10.69 25.57 7.62
H -10.81 24.73 5.42
H -9.97 23.63 6.32
H -8.08 24.10 5.03
H -9.38 27.42 6.07
C -10.33 28.22 -0.72
C -11.55 27.25 -0.38
O -11.73 26.39 -1.50
O -9.26 27.45 -0.87
H -10.26 28.96 0.08
H -10.58 28.76 -1.64
H -12.45 27.78 -0.08
H -11.25 26.67 0.49
H -10.99 26.49 -2.10
H -8.57 28.05 -1.17
C -9.55 21.44 4.01
O -9.78 21.33 5.17
N -10.07 22.26 3.10
N -8.78 20.58 3.27
H -10.96 22.70 3.25
H -9.68 21.94 2.23
H -8.58 19.82 3.90
H -8.62 20.49 2.28
C -16.92 26.72 2.89
O -17.06 26.12 3.87
N -17.79 27.41 2.25
N -15.74 26.84 2.40
H -18.65 27.45 2.78
H -17.40 28.00 1.52
H -15.07 26.24 2.86
H -15.51 27.41 1.60
C -13.23 23.34 0.05
O -13.45 22.21 0.49
N -13.80 24.44 0.32
N -12.26 23.59 -0.73
H -14.38 24.49 1.14
H -13.40 25.30 -0.04
H -12.22 24.47 -1.23
H -11.85 22.77 -1.16
C -10.78 30.71 1.88
O -10.94 31.58 1.11
N -9.64 30.18 2.16
N -11.74 29.97 2.37
H -9.56 29.26 2.57
H -8.81 30.74 2.35
H -11.64 29.09 2.86
H -12.66 30.35 2.20
*
```

=====

# 3
Entry from OMol25: a cluster of 9 separate species, C25H61N7O9S2 in total at a distorted geometry (wB97M-V/def2-TZVPD).

Output
E_tot: -77440.754 eV
HOMO: -0.328 Eh
ΔE to the lowest compared entry with this formula, charge and spin: 61.5 kcal per mole
Kohn-Sham gap: 8.93 eV

The geometry in ORCA input format:
```
! wB97M-V def2-TZVPD RIJCOSX def2/J DEFGRID3
* xyz 0 1
C -3.24 -1.58 -2.12
C -4.61 -0.94 -1.88
O -4.86 0.18 -2.41
N -5.52 -1.72 -1.32
C -6.98 -1.59 -1.42
H -2.81 -2.12 -1.27
H -2.43 -0.86 -2.05
H -3.11 -2.11 -3.06
H -5.31 -2.62 -0.92
H -7.28 -1.64 -2.46
H -7.41 -0.66 -1.05
H -7.36 -2.54 -1.05
C 3.19 -4.30 1.53
C 2.69 -3.82 2.90
O 2.58 -4.56 3.88
N 2.29 -2.50 2.86
C 1.62 -1.69 3.82
H 3.71 -3.49 1.02
H 2.38 -4.68 0.91
H 4.02 -4.99 1.67
H 2.55 -1.97 2.03
H 0.92 -2.41 4.25
H 1.11 -0.83 3.38
H 2.04 -1.65 4.83
C 3.87 3.85 -1.85
C 4.84 3.76 -0.70
O 5.70 4.60 -0.55
N 4.57 2.83 0.16
C 5.47 2.52 1.28
H 3.31 4.78 -1.74
H 3.00 3.19 -1.75
H 4.25 3.73 -2.86
H 3.64 2.44 0.09
H 5.65 1.45 1.26
H 4.95 2.52 2.24
H 6.43 3.02 1.36
C 1.37 2.85 3.35
C 1.51 2.16 4.72
O 0.53 1.75 5.36
N 2.77 1.94 5.20
C 3.15 1.28 6.38
H 1.93 3.77 3.49
H 0.34 3.19 3.20
H 1.59 2.26 2.46
H 3.48 2.23 4.53
H 2.66 1.59 7.30
H 4.19 1.48 6.62
H 3.08 0.20 6.23
C -0.56 -4.32 -0.61
C -0.07 -3.23 -1.54
O 0.47 -2.21 -1.10
N -0.13 -3.48 -2.85
C 0.38 -2.53 -3.87
H 0.28 -4.52 0.06
H -0.81 -5.29 -1.04
H -1.33 -3.89 0.03
H -0.29 -4.48 -2.93
H 0.66 -3.15 -4.73
H 1.28 -2.05 -3.48
H -0.41 -1.79 -3.94
C -3.70 -3.85 5.88
C -3.09 -3.47 4.52
O -2.08 -4.08 4.17
N -3.54 -2.46 3.82
C -2.98 -1.99 2.51
H -3.23 -4.81 6.10
H -4.72 -4.23 5.81
H -3.65 -3.07 6.64
H -4.33 -1.94 4.17
H -1.95 -2.26 2.31
H -2.93 -0.92 2.72
H -3.63 -2.26 1.67
C 3.32 -0.93 -1.73
C 3.09 0.02 -2.81
O 3.95 0.01 -3.78
N 2.08 0.85 -2.80
C 1.76 1.75 -3.91
H 3.43 -1.94 -2.13
H 2.56 -0.95 -0.95
H 4.20 -0.64 -1.16
H 1.75 1.00 -1.86
H 0.74 1.58 -4.26
H 2.37 1.55 -4.79
H 1.92 2.79 -3.63
C -0.73 0.63 0.94
S -0.05 2.05 -0.03
O 1.38 1.78 -0.27
C -0.90 1.54 -1.59
H -0.35 -0.33 0.59
H -1.81 0.58 0.85
H -0.34 0.65 1.96
H -0.84 2.32 -2.35
H -1.93 1.36 -1.28
H -0.56 0.53 -1.78
C -3.51 4.45 -4.30
S -2.62 4.81 -5.88
O -3.05 3.63 -6.72
C -3.53 6.25 -6.48
H -3.69 5.36 -3.74
H -3.11 3.65 -3.67
H -4.44 4.10 -4.75
H -4.54 6.10 -6.12
H -3.55 6.27 -7.57
H -3.13 7.19 -6.11
*
```

=====

# 4
Entry from OMol25: a structure of composition C17H26CeIO2P2 at a distorted geometry (wB97M-V/def2-TZVPD).

Output
E_tot: -61736.300 eV
HOMO (spin up / spin down): -0.494 / -0.494 Eh
ΔE to the lowest compared entry with this formula, charge and spin: 0.0 kcal per mole
Kohn-Sham gap (spin up / spin down): 6.44 / 6.45 eV

The geometry in ORCA input format:
```
! wB97M-V def2-TZVPD RIJCOSX def2/J DEFGRID3
* xyz 2 2
C -5.46 3.82 -1.37
C -4.58 2.72 -1.81
H -6.25 3.97 -2.13
H -4.87 4.73 -1.24
H -5.91 3.55 -0.40
O -4.52 2.00 -2.74
I -2.69 2.28 -0.13
Ce -0.19 0.76 0.82
P -1.55 -1.68 1.30
C -1.57 -3.43 0.80
C -1.24 -1.83 3.11
H -2.02 -2.48 3.54
H -3.90 -1.95 1.87
H -1.25 -0.84 3.59
H -3.55 -0.25 1.34
H -0.56 -3.86 0.88
H -0.25 -2.27 3.26
C -3.35 -1.32 1.16
H -2.26 -3.99 1.45
H -3.66 -1.55 0.14
H -1.90 -3.50 -0.24
P 1.51 1.79 -1.19
C 2.56 1.27 -2.57
C 0.57 3.14 -2.03
H 2.23 3.11 0.75
H 3.23 3.43 -0.73
H 3.45 1.92 0.24
C 2.73 2.65 -0.13
H -0.22 3.54 -1.37
H 1.27 3.92 -2.34
H 3.12 2.13 -2.96
H 1.93 0.85 -3.37
H 0.08 2.71 -2.91
H 3.26 0.49 -2.25
C 0.11 -0.82 -1.00
O 0.24 -1.56 -1.89
C 1.69 -0.41 1.14
C 2.63 -1.19 1.43
C 3.72 -2.01 1.65
C 4.82 -1.98 0.75
C 5.93 -2.78 0.98
C 5.98 -3.61 2.10
C 4.88 -3.69 2.97
C 3.76 -2.89 2.76
H 4.82 -1.32 -0.13
H 6.77 -2.76 0.28
H 6.87 -4.20 2.30
H 4.91 -4.38 3.82
H 2.93 -2.94 3.47
*
```

=====

# 5
Entry from OMol25: a structure of composition C25H17ClN5O4PPt (wB97M-V/def2-TZVPD).

Output
E_tot: -66899.858 eV
HOMO: -0.316 Eh
ΔE to the lowest compared entry with this formula, charge and spin: 37.5 kcal per mole
Kohn-Sham gap: 7.80 eV

The geometry in ORCA input format:
```
! wB97M-V def2-TZVPD RIJCOSX def2/J DEFGRID3
* xyz 0 1
Pt -0.17 0.11 -0.02
O 2.78 -3.80 3.52
C 1.48 -3.80 3.65
O 0.88 -4.56 4.38
C 0.70 -2.80 2.85
C -0.68 -2.74 2.96
N -1.11 -1.80 2.10
N -0.08 -1.25 1.45
C 1.04 -1.82 1.89
C 2.40 -1.34 1.35
O 3.40 -1.96 1.77
O 2.35 -0.42 0.53
H 3.11 -3.08 2.86
H -1.35 -3.30 3.59
H -2.03 -1.43 1.98
Cl -0.25 1.65 -1.80
C 0.69 0.83 -3.06
C 1.25 1.60 -4.05
C 2.00 0.95 -5.03
C 2.16 -0.43 -5.00
C 1.58 -1.18 -3.99
C 0.82 -0.55 -3.00
P 0.00 -1.42 -1.65
C 0.86 -2.99 -1.43
C 0.17 -4.20 -1.47
C 0.85 -5.39 -1.21
C 2.20 -5.37 -0.91
C 2.89 -4.17 -0.89
C 2.23 -2.98 -1.15
C -1.65 -1.85 -2.28
C -1.98 -1.72 -3.63
C -3.27 -2.04 -4.06
C -4.21 -2.49 -3.15
C -3.88 -2.62 -1.81
C -2.61 -2.29 -1.38
H 1.13 2.67 -4.05
H 2.46 1.54 -5.81
H 2.75 -0.92 -5.76
H 1.71 -2.25 -3.96
H -0.88 -4.23 -1.70
H 0.31 -6.32 -1.23
H 2.72 -6.29 -0.69
H 3.95 -4.14 -0.64
H 2.77 -2.04 -1.11
H -1.25 -1.38 -4.35
H -3.52 -1.93 -5.11
H -5.21 -2.73 -3.49
H -4.62 -2.97 -1.10
H -2.36 -2.38 -0.33
N 1.21 5.38 2.61
C 0.81 4.31 2.77
N 0.37 3.09 3.03
C -0.04 2.33 2.12
N -0.51 1.57 1.35
*
```

=====

# 6
Entry from OMol25: a structure of composition C24H49F9MnN7O16S3 at a distorted geometry (wB97M-V/def2-TZVPD).

Output
E_tot: -157161.555 eV
HOMO (spin up / spin down): -0.218 / -0.218 Eh
Kohn-Sham gap (spin up / spin down): 6.96 / 6.83 eV

The geometry in ORCA input format:
```
! wB97M-V def2-TZVPD RIJCOSX def2/J DEFGRID3
* xyz -1 6
Mn -18.22 -28.38 -33.64
C -20.59 -28.17 -37.45
F -21.07 -28.62 -38.61
F -19.52 -27.38 -37.76
F -21.51 -27.39 -36.87
S -20.03 -29.56 -36.38
O -19.39 -28.85 -35.27
O -21.26 -30.19 -36.02
O -19.12 -30.31 -37.19
C -22.21 -29.11 -31.99
F -23.21 -29.81 -31.45
F -22.46 -28.91 -33.28
F -22.21 -27.89 -31.39
S -20.60 -29.95 -31.68
O -20.42 -29.89 -30.26
O -20.74 -31.22 -32.28
O -19.66 -29.05 -32.40
C -15.50 -31.91 -32.88
F -14.51 -31.13 -33.33
F -15.14 -33.19 -33.00
F -15.66 -31.66 -31.58
S -17.09 -31.64 -33.78
O -18.03 -32.38 -33.02
O -17.31 -30.18 -33.66
O -16.84 -32.08 -35.13
C -19.80 -30.52 -41.71
O -20.72 -30.78 -42.45
N -18.91 -31.42 -41.23
C -18.02 -31.07 -40.14
C -18.89 -32.79 -41.67
H -19.68 -29.51 -41.29
H -18.21 -30.05 -39.84
H -16.97 -31.10 -40.46
H -18.21 -31.72 -39.29
H -17.90 -33.07 -42.06
H -19.01 -33.48 -40.83
H -19.64 -32.93 -42.45
C -18.68 -25.21 -33.15
O -18.83 -26.42 -33.26
N -18.98 -24.34 -34.10
C -18.89 -22.91 -33.87
C -19.39 -24.74 -35.42
H -18.35 -24.74 -32.22
H -18.06 -22.44 -34.39
H -18.83 -22.70 -32.80
H -19.84 -22.44 -34.16
H -18.75 -24.25 -36.17
H -19.33 -25.81 -35.55
H -20.38 -24.36 -35.65
C -23.35 -28.81 -42.05
O -23.28 -29.24 -43.17
N -22.89 -27.58 -41.68
C -22.96 -27.11 -40.32
C -22.24 -26.71 -42.65
H -23.81 -29.35 -41.20
H -23.08 -27.96 -39.64
H -23.84 -26.50 -40.12
H -22.03 -26.65 -39.99
H -22.48 -27.02 -43.66
H -22.58 -25.68 -42.54
H -21.17 -26.79 -42.49
C -26.39 -30.89 -36.17
O -27.03 -31.80 -35.67
N -26.05 -29.73 -35.57
C -24.99 -28.92 -36.11
C -26.40 -29.46 -34.20
H -25.96 -31.00 -37.18
H -25.19 -27.85 -35.96
H -24.86 -29.06 -37.19
H -24.03 -29.08 -35.62
H -26.33 -28.39 -34.01
H -27.42 -29.78 -34.01
H -25.72 -29.95 -33.50
C -23.37 -33.80 -32.29
O -22.20 -33.59 -32.12
N -24.11 -33.17 -33.25
C -25.54 -33.24 -33.31
C -23.47 -32.28 -34.19
H -24.00 -34.45 -31.66
H -25.97 -33.93 -32.58
H -25.92 -33.61 -34.27
H -25.99 -32.26 -33.13
H -23.63 -31.23 -33.95
H -22.40 -32.47 -34.21
H -23.86 -32.45 -35.20
C -18.49 -26.32 -41.16
O -18.72 -27.22 -41.93
N -17.55 -26.35 -40.19
C -17.32 -25.23 -39.31
C -16.70 -27.49 -39.98
H -19.01 -25.34 -41.18
H -16.32 -24.80 -39.42
H -17.36 -25.60 -38.28
H -18.05 -24.44 -39.50
H -16.89 -27.96 -39.01
H -16.91 -28.22 -40.75
H -15.64 -27.23 -40.03
C -19.86 -33.67 -35.36
O -20.12 -34.01 -34.23
N -19.48 -34.58 -36.32
C -19.10 -34.13 -37.63
C -19.39 -36.00 -36.08
H -19.95 -32.66 -35.79
H -19.36 -33.08 -37.78
H -19.72 -34.65 -38.38
H -18.05 -34.33 -37.85
H -19.85 -36.20 -35.12
H -19.99 -36.49 -36.87
H -18.36 -36.34 -36.12
*
```

=====

# 7
Entry from OMol25: a cluster of 2 separate species, C3N3O in total at a distorted geometry (wB97M-V/def2-TZVPD).

Output
E_tot: -9612.779 eV
HOMO (spin up / spin down): -0.639 / -0.639 Eh
ΔE to the lowest compared entry with this formula, charge and spin: 110.8 kcal per mole
Kohn-Sham gap (spin up / spin down): 6.70 / 6.73 eV

The geometry in ORCA input format:
```
! wB97M-V def2-TZVPD RIJCOSX def2/J DEFGRID3
* xyz 1 1
C -0.23 0.17 0.22
C 0.17 -0.40 2.60
C -0.01 0.27 -2.74
N 0.36 -0.64 3.70
N -0.67 0.87 -1.91
N -0.03 -0.14 1.34
O 0.48 -0.14 -3.68
*
```

=====

# 8
Entry from OMol25: a cluster of 6 separate species, C10H16Cl12O2 in total (wB97M-V/def2-TZVPD).

Output
E_tot: -164993.105 eV
SMILES: ClC(Cl)Cl.ClC(Cl)Cl.ClC(Cl)Cl.ClC(Cl)Cl.CC(C)=O.CC(C)=O
HOMO: -0.349 Eh
ΔE to the lowest compared entry with this formula, charge and spin: 1.1 kcal per mole
Kohn-Sham gap: 9.69 eV

The geometry in ORCA input format:
```
! wB97M-V def2-TZVPD RIJCOSX def2/J DEFGRID3
* xyz 0 1
Cl -2.52 -4.99 2.01
C -2.60 -3.58 0.96
Cl -1.12 -3.45 -0.01
Cl -2.87 -2.11 1.87
H -3.42 -3.72 0.26
Cl -3.23 1.97 4.57
C -1.73 1.23 5.07
Cl -1.94 -0.44 5.56
Cl -1.02 2.19 6.41
H -0.98 1.26 4.29
Cl -5.69 1.83 -2.33
C -5.26 3.52 -2.15
Cl -5.67 4.13 -0.55
Cl -6.00 4.52 -3.40
H -4.19 3.62 -2.27
Cl -0.35 0.24 -1.32
C -1.57 0.75 -0.16
Cl -2.26 2.30 -0.59
Cl -0.85 0.80 1.45
H -2.34 -0.01 -0.13
C 4.54 0.23 2.20
C 3.55 -0.60 1.41
C 2.17 -0.74 1.99
O 3.87 -1.20 0.40
H 4.50 -0.09 3.24
H 4.31 1.29 2.15
H 5.54 0.06 1.81
H 2.15 -1.62 2.63
H 1.44 -0.93 1.20
H 1.89 0.16 2.53
C 1.93 0.56 -4.30
C 1.92 -0.95 -4.42
C 2.48 -1.72 -3.25
O 1.50 -1.51 -5.41
H 1.54 1.05 -5.19
H 2.97 0.88 -4.19
H 1.41 0.88 -3.40
H 3.57 -1.66 -3.28
H 2.21 -2.77 -3.38
H 2.11 -1.38 -2.29
*
```

=====

# 9
Entry from OMol25: the molecule C4H4Cl2O at a distorted geometry (wB97M-V/def2-TZVPD).

Output
E_tot: -31299.925 eV
HOMO (spin up / spin down): -0.330 / -0.301 Eh
ΔE to the lowest compared entry with this formula, charge and spin: 103.5 kcal per mole
Kohn-Sham gap (spin up / spin down): 8.86 / 7.75 eV

The geometry in ORCA input format:
```
! wB97M-V def2-TZVPD RIJCOSX def2/J DEFGRID3
* xyz 0 1
C 1.63 0.20 0.66
C 0.45 -0.67 0.80
C -0.72 -0.88 -0.24
C -1.30 0.35 -0.76
O 0.67 0.43 1.56
Cl 1.75 1.35 -0.73
Cl -2.48 1.25 0.06
H 2.56 0.14 1.09
H -0.46 -1.40 -1.19
H -1.26 -1.57 0.35
H -0.84 0.80 -1.60
*
```